[1]
DFT (wB97M-V/def2-TZVPD) results for a molecular structure, C6H7N3S2.

Summary:
HOMO in eV: -9.16
Relative energy (zero: lowest compared OMol25 entry of this formula, charge and spin) in kJ/mol: 323.7
HOMO-LUMO gap in eV: 8.364
Electronic energy in eV: -32472.015

XYZ file:
```
18
Properties=species:S:1:pos:R:3:forces:R:3
C -1.978 -0.775 -0.660 2.2 -0.5 4.7
C -1.000 -1.629 -0.685 0.2 2.3 4.7
C -0.160 -1.923 0.508 0.8 2.2 1.2
C 2.005 -0.158 0.047 1.4 0.1 -0.4
C 0.675 1.751 -0.789 -2.9 -3.5 7.4
C -0.286 2.181 0.913 -0.3 0.0 1.2
H -2.176 -0.155 0.198 0.1 -0.2 0.5
H -2.334 -0.397 -1.454 -3.4 1.9 -6.1
H -0.692 -2.239 -1.377 1.1 -2.7 -4.8
H -0.263 -1.366 1.448 -1.0 0.1 -0.5
H -0.384 -2.903 0.717 0.2 -2.7 0.9
H 1.089 1.975 -1.549 5.8 1.3 -10.4
H -0.876 2.666 1.599 -1.3 1.2 1.5
N 0.904 0.728 0.078 0.9 1.3 -0.1
N -0.084 2.641 -0.326 -1.8 1.5 0.9
N 0.322 1.098 1.270 -0.2 -1.3 -0.5
S 1.669 -1.803 0.375 -0.1 -0.7 -0.5
S 3.571 0.309 -0.312 -1.8 -0.3 0.3
```
Forces are in eV/Å.

natural (NBO) population analysis, charges in e, atoms 1 to 5: -0.347 -0.171 -0.568 -0.136 0.250

[2]
DFT (wB97M-V/def2-TZVPD) results for 12 unconnected molecules or ions with the total composition H24O12.

Summary:
HOMO in eV: -10.50
Relative energy (zero: lowest compared OMol25 entry of this formula, charge and spin) in kJ/mol: 153.0
HOMO-LUMO gap in eV: 10.227
Structure (SMILES): O.O.O.O.O.O.O.O.O.O.O.O
Electronic energy in eV: -24960.109

XYZ file:
```
36
Properties=species:S:1:pos:R:3:forces:R:3
O 3.770 -0.990 -0.684 0.0 -0.1 -0.4
H 3.686 -0.110 -0.297 0.1 -0.4 0.4
H 3.875 -1.649 0.019 -0.2 0.5 0.0
O 1.380 -0.208 -2.005 0.8 0.0 -1.1
H 2.281 -0.548 -1.847 0.0 -0.2 0.5
H 1.446 0.087 -2.931 -0.3 0.2 0.4
O -1.850 -0.110 -1.915 -0.8 1.2 0.2
H -1.241 -0.750 -2.265 0.6 -0.8 -0.7
H -2.063 0.457 -2.667 -0.1 0.0 0.2
O 2.848 -0.150 2.492 0.3 0.0 -0.2
H 3.712 0.157 2.213 0.4 0.0 0.3
H 2.262 0.302 1.877 -0.7 0.0 0.0
O -0.433 3.321 1.556 0.8 1.7 -0.5
H -1.113 3.057 0.960 -0.7 -0.4 -0.6
H -0.377 2.664 2.218 -0.1 -1.2 1.0
O -0.303 2.901 -2.182 1.9 1.5 -1.7
H -0.249 2.043 -1.808 0.0 -1.4 0.8
H 0.615 3.044 -2.587 -2.1 -0.2 1.0
O -0.348 -2.016 -3.057 1.0 0.9 -0.9
H -0.723 -2.561 -2.397 -0.6 -1.3 1.0
H 0.460 -1.646 -2.643 -0.4 -0.2 -0.1
O 0.608 0.196 0.666 0.1 -0.1 -0.5
H -0.375 0.170 0.659 -0.1 0.6 0.7
H 0.718 0.064 -0.286 0.6 0.2 -0.1
O 0.862 -2.452 0.821 -0.2 -2.7 -0.3
H 1.457 -2.883 0.175 -0.4 1.0 0.7
H 0.937 -1.510 0.898 0.6 1.3 -0.4
O -1.849 -1.979 2.038 1.9 -0.6 0.3
H -1.083 -2.095 2.648 -0.3 0.0 -1.0
H -2.544 -1.843 2.648 -1.6 0.3 1.0
O -3.476 1.685 2.346 0.5 -1.3 1.1
H -2.955 1.232 1.658 -0.2 0.2 -0.1
H -3.836 2.471 2.001 -0.5 1.3 -0.7
O -2.002 0.244 0.707 0.6 -0.3 2.5
H -1.916 -0.648 1.147 -0.3 0.5 0.0
H -2.183 0.049 -0.178 -0.6 -0.3 -2.8
```
Forces are in eV/Å.

natural (NBO) population analysis, charges in e, atoms 1 to 5: -0.972 0.485 0.502 -0.985 0.514

[3]
DFT (wB97M-V/def2-TZVPD) results for a molecular structure, C20H19N4OsPS3.

Summary:
HOMO (spin up / spin down) in eV: -13.96 / -14.79
Expectation value of S²: 6.026
HOMO-LUMO gap (spin up / spin down) in eV: 7.262 / 5.757
Spin multiplicity: 5
Charge: +2
Electronic energy in eV: -71256.606

XYZ file:
```
48
Properties=species:S:1:pos:R:3:forces:R:3
Os 0.599 0.139 1.326 -0.2 0.1 0.3
C 0.111 -1.604 5.288 0.0 0.0 0.0
C 0.170 -0.774 4.059 0.0 -0.1 0.1
N 0.722 -1.156 2.951 0.0 0.3 -0.2
N 1.338 -2.371 2.892 0.0 -0.3 0.1
C 2.246 -2.475 1.976 0.0 0.2 -0.1
N 2.917 -3.613 1.801 0.0 -0.1 0.0
S 2.720 -1.136 0.879 0.0 0.0 0.0
C -0.346 0.607 4.040 -0.1 0.1 0.0
C -0.948 1.199 5.132 0.1 -0.1 0.0
C -1.337 2.532 5.057 0.0 0.1 -0.1
C -1.107 3.238 3.889 0.0 0.0 0.1
C -0.510 2.589 2.824 0.0 0.0 0.0
N -0.139 1.304 2.888 0.0 0.0 0.0
H 0.427 -2.620 5.079 0.0 0.0 0.0
H -0.903 -1.616 5.691 0.0 0.0 0.0
H 0.768 -1.178 6.051 0.0 0.0 0.0
H 2.738 -4.392 2.418 0.0 0.0 0.0
H 3.677 -3.677 1.147 0.0 0.0 0.0
H -1.106 0.635 6.039 0.0 0.0 0.0
H -1.808 3.008 5.906 0.0 0.0 0.0
H -1.384 4.277 3.792 0.0 0.0 0.0
H -0.317 3.101 1.891 0.0 0.0 0.0
S 0.214 -1.422 -0.432 0.0 -0.1 -0.2
P 0.036 0.177 -1.778 0.0 0.0 0.0
S 0.393 1.683 -0.402 0.1 0.0 -0.1
C -1.618 0.260 -2.428 0.1 0.0 0.0
C -1.917 -0.474 -3.581 0.1 0.0 0.0
C -3.209 -0.470 -4.073 0.0 0.0 0.0
C -4.196 0.261 -3.423 0.0 0.0 0.0
C -3.900 0.987 -2.276 0.0 0.0 0.0
C -2.613 0.986 -1.769 0.0 0.0 0.0
C 1.208 0.062 -3.109 0.0 0.1 0.1
C 2.291 -0.814 -3.058 0.0 0.0 0.0
C 3.212 -0.815 -4.091 0.0 0.0 0.0
C 3.060 0.062 -5.158 0.0 0.0 0.0
C 1.985 0.942 -5.203 0.0 0.0 0.0
C 1.052 0.945 -4.182 0.0 0.0 0.0
H -1.146 -1.038 -4.090 0.0 0.0 0.0
H -3.445 -1.031 -4.966 0.0 0.0 0.0
H -5.203 0.268 -3.817 0.0 0.0 0.0
H -4.673 1.559 -1.781 0.0 0.0 0.0
H -2.378 1.558 -0.882 0.0 0.0 0.0
H 2.408 -1.503 -2.231 0.0 0.0 0.0
H 4.046 -1.503 -4.068 0.0 0.0 0.0
H 3.783 0.058 -5.962 0.0 0.0 0.0
H 1.872 1.621 -6.036 0.0 0.0 0.0
H 0.209 1.624 -4.222 0.0 0.0 0.0
```
Forces are in eV/Å.

natural (NBO) population analysis, charges in e, atoms 1 to 5: 0.881 -0.696 0.331 -0.318 -0.357

[4]
DFT (wB97M-V/def2-TZVPD) results for a molecular structure, C8H28BKO8.

Summary:
HOMO in eV: -9.45
Relative energy (zero: lowest compared OMol25 entry of this formula, charge and spin) in kJ/mol: 60.4
HOMO-LUMO gap in eV: 8.165
Electronic energy in eV: -42128.470

XYZ file:
```
46
Properties=species:S:1:pos:R:3:forces:R:3
K 0.647 -3.407 -0.463 -0.1 0.4 0.1
B -0.431 -0.402 -0.365 0.4 0.5 0.7
H 0.731 -0.556 -0.043 0.1 -0.4 -0.3
H -0.883 -1.454 -0.683 -0.3 -0.7 -0.1
H -1.021 0.050 0.594 -0.2 -0.1 -0.1
H -0.485 0.364 -1.289 -0.4 0.0 -0.1
C 2.248 3.201 1.703 1.0 -0.9 -0.9
C 1.334 2.082 2.167 -0.2 1.0 -0.4
O 1.720 0.818 1.670 0.0 0.1 0.3
O 2.198 3.401 0.274 -0.6 0.4 0.6
H 3.309 2.962 1.882 -0.3 0.0 0.6
H 1.988 4.095 2.273 -0.1 0.3 -0.5
H 0.348 2.360 1.761 0.0 -0.2 0.3
H 1.283 2.129 3.262 0.0 -0.4 -0.1
H 1.055 0.534 1.023 0.2 0.0 0.2
H 1.912 2.587 -0.167 0.3 0.0 0.1
C 1.615 -2.286 3.165 -0.4 -0.1 0.5
C 0.212 -1.769 3.389 -0.9 0.0 0.1
O -0.657 -2.784 3.962 0.7 0.4 -0.2
O 2.401 -2.298 4.353 0.2 0.1 -0.3
H 2.140 -1.652 2.453 0.1 0.0 0.0
H 1.478 -3.315 2.783 0.3 0.1 -0.1
H -0.272 -1.475 2.452 0.2 -0.2 0.0
H 0.185 -0.866 4.008 0.3 -0.1 0.0
H -0.342 -2.964 4.855 -0.2 0.0 0.0
H 1.954 -2.762 5.066 -0.1 -0.1 -0.1
C -3.501 -1.866 -2.557 1.3 -0.7 0.2
C -4.160 -1.226 -1.370 -1.0 0.6 -0.2
O -3.538 -1.531 -0.137 0.1 0.0 -0.2
O -2.231 -1.279 -2.870 -0.3 0.1 -0.5
H -4.101 -1.856 -3.466 -0.1 0.4 0.0
H -3.320 -2.935 -2.340 -0.3 0.1 0.1
H -5.212 -1.533 -1.316 0.2 -0.4 0.2
H -4.245 -0.141 -1.531 0.4 -0.1 0.0
H -2.670 -1.099 -0.118 -0.2 0.0 0.1
H -1.663 -1.177 -2.092 -0.4 0.0 -0.1
C 0.724 2.485 -3.681 -1.3 -0.3 0.2
C 1.805 1.490 -3.372 0.4 0.3 0.9
O 1.778 1.060 -2.008 -0.2 -0.2 0.2
O -0.594 1.879 -3.683 0.7 0.2 0.0
H 0.833 2.904 -4.680 0.2 0.1 0.1
H 0.728 3.271 -2.919 0.2 0.1 -0.2
H 2.766 2.011 -3.404 0.0 -0.1 -0.5
H 1.795 0.650 -4.069 -0.1 0.0 0.0
H 0.919 0.703 -1.692 0.5 0.2 -0.7
H -0.782 1.596 -2.780 -0.1 0.0 -0.1
```
Forces are in eV/Å.

natural (NBO) population analysis, charges in e, atoms 1 to 5: 0.988 -0.743 -0.051 -0.104 0.011

[5]
DFT (wB97M-V/def2-TZVPD) results for a single C10H10N2O3S2 molecule.

Summary:
HOMO in eV: -8.63
HOMO-LUMO gap in eV: 8.778
Structure (SMILES): CCOC(=O)CSc1nc2sccc2c(=O)[nH]1
Electronic energy in eV: -41326.327

XYZ file:
```
27
Properties=species:S:1:pos:R:3:forces:R:3
C -1.902 -2.872 -0.338 -0.2 0.3 0.2
C -2.586 -2.247 0.868 0.4 -0.5 0.1
O -3.021 -0.920 0.546 -0.4 -0.1 -0.2
C -2.267 0.091 0.940 0.0 0.5 0.3
O -1.305 0.015 1.661 -0.1 0.0 0.0
C -2.732 1.390 0.319 0.4 0.0 -0.2
S -1.908 1.508 -1.320 -0.1 0.1 0.0
C -0.272 1.055 -0.778 -0.4 0.0 -0.3
N 0.133 -0.144 -0.991 -0.5 -0.2 -0.4
C 1.352 -0.445 -0.494 0.6 0.4 0.4
S 2.059 -2.012 -0.625 0.1 0.3 0.1
C 3.451 -1.472 0.247 -0.2 0.0 -0.1
C 3.381 -0.171 0.617 0.1 -0.1 0.0
C 2.173 0.438 0.198 -0.3 -0.5 -0.3
C 1.726 1.796 0.410 -0.3 -0.1 -0.2
O 2.302 2.701 0.964 0.3 0.2 0.2
N 0.447 2.007 -0.144 0.3 0.2 0.2
H -1.547 -3.866 -0.083 0.0 -0.2 0.0
H -1.058 -2.259 -0.647 0.0 0.0 0.0
H -2.599 -2.944 -1.169 0.0 0.0 -0.1
H -1.904 -2.196 1.722 -0.2 0.0 -0.1
H -3.489 -2.796 1.144 0.1 0.1 0.0
H -3.798 1.381 0.110 0.0 0.0 0.0
H -2.450 2.243 0.935 -0.1 -0.2 0.1
H 4.244 -2.169 0.432 0.2 -0.1 0.1
H 4.141 0.353 1.167 0.2 0.0 0.1
H 0.059 2.936 -0.026 0.1 -0.2 0.0
```
Forces are in eV/Å.

natural (NBO) population analysis, charges in e, atoms 1 to 5: -0.636 -0.080 -0.502 0.788 -0.601

The records above give, respectively, max |F| values of 11.96 2.99 0.36 1.62 0.86 eV/A.